{"formula": "C5H8O", "method": "ωB97M-V/def2-TZVPD", "elements": ["C", "C", "C", "C", "C", "H", "H", "H", "H", "H", "H", "H", "H", "O"], "coordinates": [[-1.801, -1.011, -0.026], [0.110, 0.376, 0.276], [0.561, 1.800, -0.149], [1.237, -0.589, 0.014], [2.131, -1.361, -0.169], [-2.649, -1.103, -0.742], [-2.232, -0.802, 1.016], [-1.252, -1.975, -0.035], [-0.091, 0.265, 1.377], [1.332, 2.124, 0.595], [-0.326, 2.449, -0.160], [1.024, 1.701, -1.162], [2.974, -1.972, -0.383], [-1.018, 0.098, -0.450]], "homo_ha": -0.3721, "smiles": "C#C[C@@H](C)OC", "multiplicity": 1, "orbital_gap_ev": 11.202}